Entry from the OMol25 dataset: an isolated molecule of C4H11N3O4S at a distorted geometry (wB97M-V/def2-TZVPD).

Summary:
HOMO-LUMO gap = 0.37272 Ha

Each line ends with the Mulliken charge.
Positions of all 23 atoms, in Å:
C  0.4291  -0.3756  -0.3436  0.53
C  0.8744  -2.6767  -0.1022  -0.82
C  -2.8806  0.3554  -0.0891  -0.83
C  -0.1791  2.0559  -0.1974  -0.91
N  0.0921  -1.5482  0.1004  0.01
N  -1.6628  0.2032  0.5994  -0.63
N  -0.5112  0.6292  0.0180  0.48
O  2.9834  1.8758  -0.6292  -0.58
O  3.7884  -0.2455  0.1070  -0.61
O  1.8619  0.7889  1.1945  -0.55
O  1.5372  -0.2309  -1.0227  -0.50
S  2.6722  0.6627  0.0683  1.13
H  0.4537  -3.4485  0.4845  0.36
H  0.9365  -2.8836  -1.2063  0.27
H  1.9416  -2.4070  0.1143  0.28
H  -3.7111  0.1822  0.6830  0.34
H  -3.0452  1.3123  -0.4816  0.32
H  -3.1368  -0.4871  -0.8051  0.23
H  -0.9326  2.6110  -0.6605  0.43
H  0.8097  2.1781  -0.7541  0.27
H  0.1375  2.5278  0.7698  0.32
H  -0.7638  -1.5580  0.5515  0.23
H  -1.6947  0.4787  1.6013  0.24

---

Entry from the OMol25 dataset: a structure of composition CH2N4O2 at a distorted geometry (wB97M-V/def2-TZVPD).

Summary:
HOMO-LUMO gap (spin up / spin down) = 0.28703 / 0.28771 Ha

Each line ends with the Mulliken charge.
Positions of all 9 atoms, in Å:
C  1.4061  0.1869  -0.0949  0.02
N  0.4033  0.9805  0.1728  -0.41
N  1.1092  -1.1371  -0.3103  -0.55
N  -0.5760  0.1096  0.2388  0.18
N  -0.1302  -1.2263  -0.1123  1.06
O  -0.7796  -2.2247  0.0589  -0.62
O  -2.0907  0.8962  -0.2905  -0.41
H  2.4750  0.6052  -0.2209  0.36
H  -1.9445  1.8071  0.0927  0.38

---

Computed values of ΔE to the lowest compared entry with this formula, charge and spin (unit: kJ/mol) for the preceding records, in sequence: 0.0, 603.1.
Computed values of DFT total energy (unit: eV) for the preceding records, in sequence: -27819.762, -11117.370.